(P)
2 unconnected molecules or ions with the total composition C3H7NO, computed with wB97M-V/def2-TZVPD.

Bonds (Å) are listed after each position.
Atoms and positions in Å:
1 C 0.695 0.684 -0.065  C2 1.423, N4 1.382, H5 1.062
2 C 0.575 0.902 -1.466  C1 1.423, H6 1.023, H7 1.060
3 C 1.307 -0.915 1.518  N4 1.316, H8 1.141, H9 1.149
4 N 0.554 -0.571 0.495  C1 1.382, C3 1.316
5 H 0.927 1.543 0.515  C1 1.062
6 H 0.283 0.216 -2.166  C2 1.023
7 H 0.979 1.812 -1.833  C2 1.060
8 H 1.166 -1.567 2.444  C3 1.141
9 H 2.055 -0.096 1.817  C3 1.149
10 H -2.118 -0.114 0.371  O12 0.935
11 H -2.092 0.301 -1.051  O12 0.962
12 O -2.567 -0.266 -0.436  H10 0.935, H11 0.962

The calculation puts the HOMO energy at -0.335 Ha.

natural (NBO) charges, unit e, in atom order:
1 C -0.04
2 C -0.39
3 C -0.05
4 N -0.42
5 H 0.18
6 H 0.20
7 H 0.20
8 H 0.21
9 H 0.12
10 H 0.47
11 H 0.47
12 O -0.93

(Q)
C3H7NO in the gas phase, computed with wB97M-V/def2-TZVPD.

Bonds (Å) are listed after each position.
Atoms and positions in Å:
1 O -0.960 1.780 -0.123  C2 1.395, H6 0.985
2 C 0.317 1.558 0.392  O1 1.395, C3 1.512, H7 1.111, H8 1.092
3 C 0.836 0.220 -0.083  C2 1.512, N5 1.263, H9 1.104
4 C -0.383 -1.711 -0.329  N5 1.433, H10 1.098, H11 1.098, H12 1.084
5 N -0.008 -0.405 -0.784  C3 1.263, C4 1.433
6 H -1.081 1.045 -0.767  O1 0.985
7 H 0.258 1.346 1.481  C2 1.111
8 H 0.967 2.425 0.250  C2 1.092
9 H 1.664 -0.268 0.460  C3 1.104
10 H -1.130 -1.436 0.428  C4 1.098
11 H 0.398 -2.281 0.189  C4 1.098
12 H -0.878 -2.274 -1.112  C4 1.084

The calculation puts the HOMO energy at -0.349 Ha.

natural (NBO) charges, unit e, in atom order:
1 O -0.73
2 C -0.11
3 C 0.14
4 C -0.42
5 N -0.47
6 H 0.49
7 H 0.18
8 H 0.19
9 H 0.15
10 H 0.21
11 H 0.18
12 H 0.21

The structure with the least stability is (P).